(1)
The following is a quantum chemistry calculation of C29H28N4O4 in the gas phase in a non-equilibrium geometry, from the Open Molecules 2025 dataset.

CARTESIAN COORDINATES (ANGSTROEM)
C  2.60823  2.64753  5.76158
O  2.22890  2.07616  4.53339
C  3.19781  1.64383  3.69175
C  4.55881  1.88979  3.83610
C  5.45473  1.45606  2.87325
C  5.01657  0.77425  1.75360
C  3.66682  0.50247  1.60693
C  2.76507  0.92447  2.56648
N  1.38234  0.61980  2.43942
C  0.70566  1.06420  1.35161
C  -0.61985  0.84552  1.15036
C  -1.27007  1.30329  -0.10465
O  -2.44969  1.59173  -0.21353
N  -0.43037  1.40546  -1.16728
C  -0.95185  1.60719  -2.49606
C  -0.10104  0.76873  -3.44405
O  1.03197  0.45806  -3.11970
N  -0.62946  0.42639  -4.64023
C  -2.02184  0.57566  -4.99528
C  -2.80998  -0.66047  -4.47191
N  -1.89133  -1.73208  -4.14763
C  -1.50643  -1.91677  -2.81477
C  -2.47313  -1.86559  -1.80497
C  -2.13456  -2.06183  -0.48194
C  -0.82363  -2.32131  -0.12034
C  0.13462  -2.41444  -1.11251
C  -0.19719  -2.22543  -2.44161
C  -0.93097  -1.91366  -5.21205
C  -0.01416  -0.66818  -5.36747
C  -1.35756  0.15603  2.18305
C  -2.74364  -0.04442  2.14244
C  -3.38602  -0.73039  3.14764
C  -2.67249  -1.24474  4.22771
C  -1.31322  -1.05058  4.29478
C  -0.64431  -0.34919  3.28730
C  0.79637  -0.16587  3.43240
O  1.47324  -0.64800  4.31964
H  1.67878  2.82845  6.29877
H  3.23398  1.96328  6.34131
H  3.13419  3.59753  5.61762
H  4.92757  2.42594  4.69589
H  6.50692  1.65937  3.00443
H  5.71822  0.44336  1.00423
H  3.30607  -0.05132  0.75259
H  1.30291  1.64408  0.66192
H  0.48749  0.97852  -1.16424
H  -0.87989  2.66453  -2.78641
H  -2.00517  1.31692  -2.48674
H  -2.42539  1.50542  -4.59959
H  -2.06805  0.62541  -6.08712
H  -3.50822  -1.00915  -5.24101
H  -3.38297  -0.38891  -3.58831
H  -3.50897  -1.69086  -2.05372
H  -2.90282  -2.01567  0.27474
H  -0.56006  -2.46178  0.91700
H  1.16127  -2.63148  -0.85517
H  0.58751  -2.29999  -3.17603
H  -1.50522  -2.06897  -6.13123
H  -0.34623  -2.81396  -5.02778
H  0.97395  -0.83054  -4.93681
H  0.09717  -0.38991  -6.41908
H  -3.30217  0.36327  1.31613
H  -4.45621  -0.87210  3.09804
H  -3.18571  -1.78761  5.00745
H  -0.72730  -1.42754  5.11968

As for the SMILES: COc1ccccc1-n1cc(C(=O)NCC(=O)N2CCN(c3ccccc3)CC2)c2ccccc2c1=O. Its relative energy (zero: lowest compared OMol25 entry of this formula, charge and spin) is 159.6 kJ/mol. For the HOMO-LUMO gap, the calculation gives 8.52 eV. The total energy is -44679.236 eV. The value obtained for the LUMO energy is 0.7 eV. As for the multiplicity: 1.



(2)
The following is a quantum chemistry calculation of a molecular structure, C45H42BBaN10O2S4Se2, from the Open Molecules 2025 dataset.

CARTESIAN COORDINATES (ANGSTROEM)
Ba  -0.05817  0.51122  -0.31472
C  -2.39865  -5.33626  0.69259
C  -1.98858  -4.01970  1.26702
C  -1.93543  -3.67786  2.59781
C  -1.49589  -2.34168  2.61142
N  -1.29072  -1.90854  1.37248
N  -1.59394  -2.94011  0.54701
B  -1.49188  -2.93943  -1.00625
N  -2.38482  -1.84203  -1.63092
N  -2.43032  -0.57438  -1.15538
C  -3.28673  0.10495  -1.90316
C  -3.83712  -0.73800  -2.88051
C  -3.23720  -1.96287  -2.67679
C  -3.42860  -3.20593  -3.47939
C  -3.47656  1.54126  -1.63674
C  -3.51079  2.45491  -2.68637
C  -3.65972  3.80928  -2.43164
C  -3.77152  4.26318  -1.12545
C  -3.73214  3.35878  -0.07434
C  -3.58477  2.00361  -0.32519
N  -0.00472  -3.00286  -1.51296
N  0.98739  -2.11630  -1.21733
C  2.04868  -2.46822  -1.92583
C  1.76871  -3.62144  -2.68087
C  0.46143  -3.93678  -2.37939
C  -0.30440  -5.11464  -2.89032
C  3.29093  -1.67598  -1.91487
C  3.88505  -1.32339  -3.12697
C  5.06625  -0.59938  -3.14480
C  5.67513  -0.22638  -1.95209
C  5.08752  -0.57258  -0.74530
C  3.89942  -1.28730  -0.72719
C  -1.20725  -1.52072  3.79827
C  -1.08068  -0.13504  3.72098
C  -0.76509  0.60812  4.85074
C  -0.58949  -0.01116  6.07995
C  -0.72558  -1.38927  6.16884
C  -1.02729  -2.13343  5.03936
H  -2.66359  -6.00916  1.50738
H  -3.25754  -5.24036  0.02819
H  -1.58851  -5.79171  0.12142
H  -2.21484  -4.30479  3.42859
H  -1.95576  -3.97894  -1.36974
H  -4.56238  -0.48936  -3.63748
H  -4.30170  -3.09028  -4.11997
H  -2.56550  -3.38115  -4.12417
H  -3.57062  -4.08444  -2.85034
H  -3.37369  2.10127  -3.70176
H  -3.65433  4.51276  -3.25315
H  -3.86967  5.32405  -0.93022
H  -3.81403  3.70574  0.94943
H  -3.55788  1.28616  0.48726
H  2.43776  -4.15244  -3.33753
H  0.35188  -5.70552  -3.52805
H  -0.65431  -5.75230  -2.07727
H  -1.17543  -4.82233  -3.47434
H  3.38819  -1.59484  -4.04984
H  5.50653  -0.31163  -4.09154
H  6.59197  0.35002  -1.96754
H  5.53838  -0.26591  0.19132
H  3.43747  -1.54636  0.21324
H  -1.21673  0.36090  2.77158
H  -0.63140  1.68058  4.76933
H  -0.34005  0.57401  6.95624
H  -0.58555  -1.89042  7.11883
H  -1.09903  -3.21144  5.11602
O  -1.23359  4.60159  -6.67774
C  -0.88199  3.98461  -5.69496
S  -0.57604  2.25245  -5.65178
C  -0.12961  2.10113  -3.94338
C  -0.18120  3.24502  -3.22478
S  0.17880  3.47412  -1.53299
S  -0.62881  4.70875  -4.10754
S  0.33054  0.48681  -3.46171
Se  2.09174  1.98225  3.13090
Se  4.22097  2.49489  2.40697
C  3.90244  2.74803  0.51443
C  4.58041  3.80169  -0.07770
C  4.50573  3.93507  -1.45779
C  3.75198  3.02432  -2.16671
C  3.08142  2.02740  -1.46939
N  3.15070  1.87862  -0.14314
C  2.16333  0.04926  3.08446
C  2.68483  -0.63665  4.17577
C  2.67767  -2.01936  4.14981
C  2.15541  -2.66059  3.03842
C  1.66052  -1.89118  2.00034
N  1.66059  -0.55380  2.01629
H  5.14239  4.49964  0.52886
H  5.01562  4.74878  -1.95794
H  3.64463  3.07818  -3.24097
H  2.47477  1.31649  -2.02365
H  3.06950  -0.08533  5.02211
H  3.06867  -2.58415  4.98706
H  2.12131  -3.73909  2.96483
H  1.24889  -2.34947  1.10984
C  -2.04897  4.72623  3.75949
N  -1.84116  3.49468  3.03266
C  -0.98111  3.34675  1.98414
N  -0.40646  4.46956  1.48560
O  -0.73612  2.22474  1.53196
H  -2.73007  4.53265  4.58470
H  -2.51301  5.48671  3.12586
H  -1.11754  5.12793  4.16868
H  -2.13204  2.62601  3.44836
H  -0.81364  5.35896  1.71754
H  -0.10358  4.38057  0.51551

Its relative energy (zero: lowest compared OMol25 entry of this formula, charge and spin) is 0.0 kJ/mol. For the HOMO-LUMO gap, the calculation gives 5.04 eV. The total energy is -241757.573 eV. The value obtained for the LUMO energy is 1.9 eV. As for the total charge: -1. As for the multiplicity: 1.



(3)
The following is a quantum chemistry calculation of CH2FNO in the gas phase in a non-equilibrium geometry, from the Open Molecules 2025 dataset.

CARTESIAN COORDINATES (ANGSTROEM)
O  1.14717  -1.38210  0.81008
N  0.18110  -0.45145  0.37506
C  -0.21909  0.37041  -0.61997
F  -0.92434  1.38385  -0.18676
H  -0.45503  -0.26316  1.13588
H  0.27019  0.34245  -1.51429

As for the SMILES: [O-]/[NH+]=C/F. Its relative energy (zero: lowest compared OMol25 entry of this formula, charge and spin) is 440.0 kJ/mol. For the HOMO-LUMO gap (spin up / spin down), the calculation gives 9.26 / 9.26 eV. The total energy is -7320.399 eV. The value obtained for the LUMO energy (spin up / spin down) is 0.0 / 0.0 eV. As for the multiplicity: 1.



(4)
The following is a quantum chemistry calculation of 8 unconnected molecules or ions with the total composition C7H32N15O7 in a non-equilibrium geometry, from the Open Molecules 2025 dataset.

CARTESIAN COORDINATES (ANGSTROEM)
N  0.03288  0.14198  -0.37702
H  0.98419  0.29117  -0.74428
H  -0.15515  0.66452  0.49264
H  -0.03245  -0.87764  -0.29612
H  -0.38097  0.70547  -1.13886
C  -2.56303  0.34545  -2.94326
O  -1.42825  0.79002  -2.73180
N  -3.59821  0.53017  -2.10849
N  -2.93808  -0.28065  -4.08731
H  -4.48119  0.18149  -2.42538
H  -3.49794  1.06708  -1.26316
H  -2.16487  -0.52663  -4.68045
H  -3.91242  -0.47662  -4.18129
C  -1.61623  -2.10726  3.65541
O  -1.29345  -1.63491  4.75230
N  -1.65690  -1.31634  2.58570
N  -1.90200  -3.41612  3.48024
H  -1.51583  -0.31978  2.62907
H  -2.10703  -1.65699  1.75125
H  -2.32046  -3.70281  2.61442
H  -1.93356  -4.00552  4.29248
C  1.80204  1.85438  3.14509
O  1.49067  3.04902  3.05927
N  3.09780  1.49132  3.22145
N  0.85261  0.89025  3.17573
H  3.24062  0.59098  2.78760
H  3.85615  2.13212  3.35040
H  -0.06323  1.30140  3.09311
H  1.02524  -0.09886  3.19655
C  0.71428  -3.66789  -0.12005
O  0.51317  -2.55378  0.40585
N  1.68545  -3.88889  -1.04209
N  0.00656  -4.76703  0.14517
H  1.46073  -4.60904  -1.70488
H  2.15399  -3.06675  -1.39359
H  0.20571  -5.54072  -0.45660
H  -0.80465  -4.55980  0.70617
C  -2.30765  2.16240  1.34432
O  -1.41334  1.35124  1.58198
N  -2.17332  3.49642  1.40510
N  -3.59148  1.82977  1.00799
H  -2.93221  4.12533  1.22531
H  -1.26415  3.91487  1.53683
H  -3.89743  0.87190  1.01694
H  -4.26188  2.56865  0.91229
C  2.58503  3.12431  -0.39806
O  2.01011  2.04065  -0.34841
N  2.38148  4.00696  -1.38292
N  3.65242  3.41937  0.41378
H  1.66797  3.79062  -2.05677
H  2.77730  4.92844  -1.32726
H  3.87149  2.75037  1.12829
H  4.33910  4.03073  0.01042
C  1.87951  -0.97264  -3.13949
O  1.71340  0.12291  -2.59092
N  2.97621  -1.71110  -2.97974
N  0.95581  -1.51398  -3.94458
H  3.22350  -2.57840  -3.42557
H  3.77962  -1.33614  -2.49853
H  1.15097  -2.42245  -4.31999
H  0.12133  -0.95305  -4.01629

Its relative energy (zero: lowest compared OMol25 entry of this formula, charge and spin) is 122.6 kJ/mol. For the HOMO-LUMO gap, the calculation gives 8.89 eV. The total energy is -44464.195 eV. The value obtained for the LUMO energy is -2.3 eV. As for the total charge: +1. As for the multiplicity: 1.



(5)
The following is a quantum chemistry calculation of 2 unconnected molecules or ions with the total composition C3H3BrO2 in a non-equilibrium geometry, from the Open Molecules 2025 dataset.

CARTESIAN COORDINATES (ANGSTROEM)
C  -0.40107  0.19881  0.32246
C  0.14768  -0.32120  -0.77458
C  0.62107  -1.64600  -3.25564
O  1.75276  -1.55259  -3.02786
O  -0.55665  -0.71600  -1.79885
Br  -0.56825  -2.28392  -4.40960
H  0.20250  0.52875  1.14216
H  -1.46454  0.32437  0.39911
H  1.23183  -0.42564  -0.86521

Its relative energy (zero: lowest compared OMol25 entry of this formula, charge and spin) is 258.9 kJ/mol. For the HOMO-LUMO gap (spin up / spin down), the calculation gives 6.95 / 6.95 eV. The total energy is -77293.581 eV. The value obtained for the LUMO energy (spin up / spin down) is -1.0 / -1.0 eV. As for the multiplicity: 1.



- Look up the relative energy (zero: lowest compared OMol25 entry of this formula, charge and spin) of the third one.
  440.0 kJ/mol



- What is the formula in the first record?
  C29H28N4O4